# 1
A 2-piece molecular cluster, CH5BO4 overall at a distorted geometry, computed with ωB97M-V with the def2-TZVPD basis set.

Structure (XYZ):
```
11
Properties=species:S:1:pos:R:3:mulliken_charge:R:1
B 0.926 0.304 0.420 0.49
C -1.045 -0.060 -0.700 -0.20
O 1.941 -0.098 -0.340 -0.43
O 0.814 1.201 1.455 -0.42
O -0.877 -1.440 -0.846 -0.48
O -1.991 0.292 0.240 -0.52
H -1.203 0.415 -1.594 0.39
H 2.830 -0.009 -0.167 0.29
H 1.529 1.206 2.012 0.27
H -1.105 -1.819 -1.647 0.28
H -1.819 0.006 1.167 0.33
```

Summary:
**LUMO level**: 0.15 eV
**F_max**: 0.13409 Eh/bohr
**Net charge**: 0
**ΔE to the lowest compared entry with this formula, charge and spin**: 2.482 eV

***

# 2
CH5BrN as an isolated structure at a distorted geometry, computed with ωB97M-V with the def2-TZVPD basis set.

Structure (XYZ):
```
8
Properties=species:S:1:pos:R:3:mulliken_charge:R:1
C 0.522 -0.090 0.467 -0.19
N -0.888 0.281 0.647 -0.31
Br 0.546 -1.803 0.182 0.26
H 1.834 0.364 -2.016 0.31
H 1.661 0.194 -1.282 -0.24
H -1.360 0.418 -0.305 0.40
H -1.338 -0.517 1.125 0.38
H -0.976 1.152 1.182 0.40
```

Summary:
**LUMO level**: -6.69 eV
**F_max**: 0.04908 Eh/bohr
**Net charge**: +1
**ΔE to the lowest compared entry with this formula, charge and spin**: 4.399 eV